Formula: C31H35CrF9N4OP2
Source: OMol25
Level of theory: ωB97M-V/def2-TZVPD

```
83
Properties=species:S:1:pos:R:3:forces:R:3:lowdin_charge:R:1
Cr 1.195 -1.243 4.210 -0.7046 -0.0111 2.7133 0.75
C 2.750 -2.246 2.991 1.2740 1.4820 -1.9139 -0.16
C 2.469 -0.952 2.497 1.5814 -1.8105 -0.6974 -0.17
C 1.649 -0.708 1.235 -0.2477 0.1750 -0.3464 -0.18
C 0.156 -0.420 1.500 0.4047 0.4217 0.0362 -0.18
C -0.384 -1.129 2.711 -1.2926 -2.1099 -0.7304 -0.20
C -0.100 -2.483 3.045 -1.4429 1.3529 -1.1616 -0.17
C 0.654 -3.423 2.132 0.3322 -0.2712 -0.1506 -0.17
C 2.163 -3.512 2.446 -0.3976 -0.5567 0.2674 -0.16
C -0.372 -0.534 5.350 0.1144 -0.0411 0.6394 -0.19
H 3.638 -2.418 3.609 -0.5193 0.4598 0.0699 0.12
H 3.196 -0.153 2.710 -0.4030 -0.3627 0.4254 0.13
H 1.730 -1.548 0.527 0.1770 0.2227 0.3692 0.11
H 2.066 0.172 0.718 -0.0081 -0.3401 0.1674 0.11
H 0.014 0.661 1.667 0.0842 -0.3202 -0.0459 0.12
H -0.429 -0.652 0.596 -0.0142 -0.1046 0.2480 0.12
H -1.311 -0.664 3.075 0.7098 -0.2970 0.2690 0.11
H -0.751 -3.013 3.763 0.3837 0.7303 -0.0415 0.13
H 0.514 -3.156 1.076 -0.1184 0.0184 0.3119 0.11
H 0.232 -4.430 2.263 0.0293 0.3164 -0.1035 0.12
H 2.330 -4.310 3.187 -0.0450 0.2980 -0.1733 0.12
H 2.685 -3.845 1.535 0.1092 0.2543 0.2057 0.13
H -0.124 -0.872 6.376 -0.2801 0.3382 -0.4517 -0.01
H -1.382 -0.891 5.089 0.3652 0.1726 0.2104 0.00
H -0.366 0.571 5.323 -0.0939 -0.2460 0.0790 0.01
P -2.776 1.769 -2.989 -2.4494 -0.3931 -0.4615 1.04
P 0.207 2.202 -3.477 1.8241 -0.1298 -1.2243 1.02
N -3.802 0.360 -2.897 0.0978 -1.0537 0.1536 -0.28
N -4.116 2.893 -3.244 0.2549 0.9692 0.1264 -0.26
N 0.984 0.689 -3.902 -0.2934 -0.9316 0.2584 -0.26
N 1.534 3.211 -4.008 0.1642 1.0397 -0.1047 -0.28
C -2.201 1.567 -4.741 0.2360 0.0952 -0.1064 -0.38
C -0.899 2.360 -4.959 -0.1469 0.1090 0.0827 -0.39
C -3.579 -0.675 -1.975 -0.7047 -0.0189 -0.9140 -0.15
C -4.381 -1.748 -2.319 0.3732 0.7559 -0.1881 -0.10
C -5.120 -1.379 -3.492 0.7565 0.9833 0.1764 -0.08
C -4.743 -0.088 -3.830 0.2387 -0.8108 0.7558 -0.13
C -4.448 3.859 -2.280 -0.4768 0.1190 -1.1203 -0.15
C -5.383 4.725 -2.826 0.5987 -0.7699 0.0212 -0.10
C -5.643 4.292 -4.167 0.8048 -0.9091 0.4417 -0.08
C -4.866 3.163 -4.389 -0.1842 0.8310 0.4709 -0.16
C 1.394 -0.247 -2.941 0.0446 -0.3165 -1.1229 -0.14
C 1.811 -1.397 -3.594 -0.3416 0.8684 0.1715 -0.09
C 1.644 -1.181 -4.998 -0.2908 1.0686 0.3776 -0.08
C 1.149 0.104 -5.158 0.1454 -0.7676 0.5386 -0.16
C 2.318 3.129 -5.166 0.1074 0.9910 0.4722 -0.13
C 3.014 4.320 -5.314 -0.9221 -0.6244 0.6647 -0.09
C 2.636 5.176 -4.224 -0.5183 -0.6619 0.0566 -0.10
C 1.730 4.483 -3.445 0.5101 -0.4707 -0.9241 -0.16
H -2.970 1.898 -5.452 0.2988 -0.2222 0.2110 0.06
H -2.031 0.491 -4.910 -0.0132 0.2735 0.1811 0.09
H -0.396 2.043 -5.882 -0.1513 0.2442 0.3086 0.06
H -1.108 3.437 -5.060 0.0457 -0.2258 0.1019 0.09
H -2.879 -0.519 -1.169 -0.0314 -0.0961 -0.0088 0.08
H -4.417 -2.702 -1.818 -0.0379 0.0660 0.0864 0.09
H -5.818 -1.996 -4.032 -0.0727 0.0441 0.0212 0.09
H -5.069 0.552 -4.634 -0.0035 -0.1514 0.1091 0.09
H -3.986 3.821 -1.307 -0.0141 0.0716 -0.0358 0.09
H -5.836 5.570 -2.332 0.0567 -0.0623 0.0380 0.09
H -6.311 4.751 -4.878 -0.0203 -0.0858 0.0281 0.09
H -4.798 2.534 -5.264 -0.0454 0.2360 0.1017 0.08
H 1.364 0.012 -1.894 -0.0252 -0.0496 -0.0338 0.08
H 2.196 -2.293 -3.131 -0.0384 0.0734 0.0471 0.09
H 1.864 -1.874 -5.793 0.0356 0.0403 0.0080 0.09
H 0.919 0.648 -6.061 -0.0008 -0.2338 0.1289 0.09
H 2.335 2.232 -5.762 0.0541 0.1166 0.0728 0.08
H 3.694 4.563 -6.113 0.0646 -0.0709 0.0091 0.09
H 2.975 6.185 -4.060 0.0347 -0.0425 0.0856 0.09
H 1.206 4.744 -2.540 0.0418 0.0903 -0.0101 0.09
F 4.218 -3.936 5.952 0.1488 0.4447 0.4277 0.14
C 4.178 -2.900 6.821 -0.0424 0.0638 -0.0529 -0.49
F 4.666 -3.333 8.017 -0.2689 0.3139 -1.2576 0.14
F 5.011 -1.946 6.343 -0.2318 -0.6105 0.2763 0.15
C 2.697 -2.313 6.887 0.4130 -0.4707 1.4125 -0.30
O 2.260 -1.959 5.690 0.2548 0.2028 0.0326 -0.18
C 1.782 -3.468 7.506 -0.2763 0.3112 0.0325 -0.48
F 2.219 -3.933 8.708 -0.5145 0.3191 -1.0394 0.15
F 0.510 -3.016 7.665 0.8731 -0.4302 -0.0213 0.14
F 1.717 -4.509 6.640 0.0566 0.5230 0.6406 0.14
C 2.771 -1.086 7.918 -0.4011 0.0488 -0.0272 -0.48
F 3.370 -1.399 9.101 -0.5691 0.4059 -1.0268 0.14
F 3.454 -0.063 7.352 -0.3781 -0.5838 0.4493 0.15
F 1.525 -0.621 8.194 0.9322 -0.2969 -0.0940 0.14
```
Positions in Å, forces in eV/Å.

Summary:
* gap between HOMO and LUMO (spin up / spin down): 8.4287 / 7.5448 eV
* E_HOMO (spin up / spin down): -8.519 / -8.681 eV
* net charge: 0
* multiplicity: 5
* E_LUMO (spin up / spin down): -0.0033 / -0.0417 hartree
* energy above the lowest of the compared OMol25 structures with the same formula, charge and spin: 0.0 kcal per mole